# 1
Here is a cluster of 2 separate species, C25H25NO6P in total in a non-equilibrium geometry from the OMol25 dataset. Energies are from the ωB97M-V functional and the def2-TZVPD basis.

## Properties
E = -49392.9129 eV
HOMO level = -3.5 eV

Geometry as ORCA input:
```
! RIJCOSX wB97M-V def2-TZVPD def2/J DEFGRID3
* xyz -1 1
P -2.00 2.10 -0.25
O 3.15 -5.22 1.13
O -3.47 2.18 -0.50
O -0.88 -1.22 1.58
O -2.36 -0.60 -2.78
O -1.08 0.16 -4.41
O -1.82 0.66 2.42
N -1.24 -0.50 -3.35
C -1.02 2.63 -1.70
C -1.38 0.50 0.07
C -0.95 3.18 -4.06
C 1.79 -2.57 -1.04
C -1.52 3.30 1.04
C -1.68 2.82 -2.92
C 0.43 3.36 -3.97
C -2.00 5.37 2.21
C -1.41 0.03 1.43
C -0.21 -1.21 -2.73
C 0.03 -4.11 -0.36
C -0.07 4.06 2.84
C 4.55 -4.86 1.16
C -0.16 -2.90 3.15
C 1.09 3.17 -2.76
C -0.54 -2.14 -1.78
C 0.95 -4.88 0.30
C 2.31 -4.48 0.35
C -2.33 4.43 1.23
C -0.87 5.19 3.02
C -0.39 3.12 1.85
C 2.73 -3.32 -0.35
C -0.80 -1.55 2.98
C 0.36 2.81 -1.62
C 0.42 -2.93 -1.06
H -2.63 6.25 2.34
H 2.10 -1.68 -1.59
H -3.22 4.55 0.62
H 0.80 -2.96 2.64
H -0.62 5.92 3.78
H -1.02 -4.40 -0.40
H 0.01 -3.08 4.21
H -0.20 -0.78 3.50
H -1.47 3.29 -5.01
H 2.17 3.29 -2.68
H 0.67 -5.79 0.84
H -1.44 -0.25 -0.72
H 0.87 2.65 -0.66
H -1.81 -1.54 3.41
H -1.59 -2.36 -1.60
H -0.81 -3.69 2.77
H 0.24 2.24 1.72
H 5.01 -5.62 1.79
H 0.81 3.90 3.46
H 3.78 -3.01 -0.34
H 4.69 -3.86 1.60
H -2.76 2.68 -2.97
H 4.99 -4.88 0.15
H 0.99 3.64 -4.87
H 0.80 -1.07 -3.13
*
```



# 2
Here is a cluster of 3 separate species, C12H27NO2PS in total from the OMol25 dataset. Energies are from the ωB97M-V functional and the def2-TZVPD basis.

## Properties
E = -38584.7748 eV
HOMO level = -12.2 eV

Geometry as ORCA input:
```
! RIJCOSX wB97M-V def2-TZVPD def2/J DEFGRID3
* xyz 1 1
S 0.45 0.30 2.16
P 0.41 -1.11 0.83
O 2.85 -1.94 -1.40
O -1.85 2.76 0.45
N -1.96 0.11 0.23
C -1.61 4.94 1.34
C 4.23 -3.80 -1.84
C -2.53 3.72 1.28
C -2.21 -2.27 0.66
C -0.74 3.40 -0.23
C -0.94 4.89 -0.03
C 2.83 -3.37 -1.44
C 5.08 -2.69 -1.23
C -3.25 -0.10 0.99
C -3.57 -1.58 0.82
C -1.28 -1.21 0.03
C 4.21 -1.47 -1.46
H 0.00 5.44 -0.07
H 2.06 -3.69 -2.14
H 0.57 -2.44 1.28
H -1.13 -1.39 -1.04
H 2.58 -3.76 -0.44
H -3.49 3.97 0.82
H -1.61 5.30 -0.80
H -2.14 0.60 -0.64
H 6.06 -2.59 -1.69
H -2.28 -3.14 0.01
H 4.33 -3.80 -2.93
H -4.00 0.55 0.57
H 5.23 -2.86 -0.16
H 4.34 -0.69 -0.72
H -0.87 4.82 2.13
H -3.06 0.21 2.02
H -4.18 -1.72 -0.07
H -0.76 3.10 -1.28
H 4.38 -1.04 -2.45
H -4.12 -1.96 1.68
H -1.82 -2.59 1.63
H -1.34 0.74 0.79
H -2.70 3.27 2.26
H -2.16 5.86 1.52
H 0.19 3.06 0.23
H 4.48 -4.80 -1.47
H 1.32 -1.04 -0.23
*
```



# 3
Here is an isolated molecule of C6H10O from the OMol25 dataset. Energies are from the ωB97M-V functional and the def2-TZVPD basis.

## Properties
E = -8429.7511 eV
structure (SMILES) = C[C@H]1C[C@]2(CO2)C1
HOMO level = -10.0 eV

Geometry as ORCA input:
```
! RIJCOSX wB97M-V def2-TZVPD def2/J DEFGRID3
* xyz 0 1
O 2.33 -0.37 0.86
C -2.30 -0.21 0.23
C 0.15 -1.07 -0.25
C 2.50 0.31 -0.39
C -0.91 0.05 -0.36
C 1.17 -0.02 0.14
C 0.04 0.99 0.44
H 2.83 1.34 -0.24
H 0.36 -1.71 -1.10
H -0.04 -1.69 0.64
H -2.23 -0.51 1.28
H -0.24 1.05 1.49
H -2.81 -1.01 -0.32
H -2.93 0.68 0.18
H -1.01 0.37 -1.40
H 2.94 -0.21 -1.24
H 0.15 2.02 0.04
*
```